Density functional theory data (ωB97M-V/def2-TZVPD) for C48H120F2N9O20S2Sn as an isolated structure in a non-equilibrium geometry.

CARTESIAN COORDINATES (ANGSTROEM)
H 5.403 -9.444 -0.628
H 3.050 9.042 6.731
O 2.593 10.540 -0.044
H 3.639 -8.793 0.745
C 4.160 11.930 5.825
H 4.163 7.317 4.856
O 6.818 6.729 -0.201
C 2.854 11.338 -1.162
H 6.596 -4.097 -2.884
H 4.549 -9.188 -2.078
N -8.922 -4.737 -6.228
H 0.870 -6.525 -0.077
C 5.130 -8.653 -1.327
N 1.627 -7.176 -0.226
O 0.121 -0.465 0.249
H -4.616 -2.656 -6.330
H -3.898 -8.432 7.754
C 2.486 -3.128 -8.089
H -3.328 -9.124 11.703
C 4.405 6.627 5.664
H 5.352 7.446 8.159
O 7.688 0.155 1.622
H 4.614 -7.568 1.466
H 4.945 -0.363 -6.269
Sn 3.198 -5.282 -3.671
H -11.158 -2.929 -5.243
H -6.079 1.158 -4.231
H 0.865 11.225 0.730
H 3.760 11.803 4.819
C 7.452 2.661 2.092
H -10.541 -4.636 -7.658
O 2.027 -4.152 -7.238
C -10.153 -4.088 -6.799
H -0.712 -7.734 -4.190
H -0.315 6.472 -0.481
H 3.791 12.912 6.121
H -7.611 6.172 0.839
O 3.655 10.993 6.747
C 5.736 6.962 6.217
C 6.409 -0.078 2.279
H 8.141 5.363 -0.742
H -0.540 -9.444 -3.975
H 9.040 1.619 1.420
H -8.603 -4.390 -4.230
H -7.651 4.828 2.061
N 7.625 3.919 1.414
O -7.301 2.932 -4.507
H 6.515 -1.136 2.522
H -12.424 -5.458 -7.827
H -14.036 -5.209 -7.096
H 7.645 8.349 0.983
H 5.679 4.412 0.841
O -12.593 -4.022 -6.288
H -4.951 -10.000 13.833
C 7.068 5.379 -0.556
H -9.046 5.105 1.193
C 4.006 -7.779 0.586
O 0.205 0.259 -2.137
H -1.971 -8.448 -3.295
C 2.669 -6.990 0.833
H 2.107 -1.582 -6.695
C -2.974 -6.960 11.857
F -1.554 -3.480 -2.352
O 4.470 -7.560 -0.811
C 7.966 1.518 1.260
H -6.508 -3.085 -4.656
H -2.333 -9.001 8.468
C -5.898 4.251 0.059
O -4.859 -8.176 12.863
O -7.364 4.303 0.165
H -4.246 -6.715 9.336
H 5.605 0.074 1.559
H 8.715 7.335 -0.074
O -2.115 -1.399 -1.424
H -8.731 -2.882 -5.182
H 2.729 12.390 -0.905
H -11.248 -4.723 -4.975
N 5.759 7.881 7.344
C -8.510 2.347 -4.867
H -2.637 -7.984 5.782
H 7.971 6.603 1.339
C -12.968 -5.296 -6.896
H -6.358 -8.911 13.895
H 7.769 -3.946 -4.073
C -1.871 -7.480 6.372
N -2.547 -7.061 10.477
H 7.914 2.750 3.076
H -9.938 -3.085 -7.169
C -5.504 3.233 -1.074
C 6.171 -1.779 -5.159
O -1.286 -3.338 -0.028
H 1.441 6.110 -2.316
C -3.533 -8.323 12.413
H -2.808 -8.625 13.170
C -2.988 -8.150 8.284
C -6.460 2.059 -3.752
N 1.184 8.042 -0.303
H 1.997 6.761 -4.667
H -6.287 4.340 -2.475
C 0.732 9.084 0.663
H -8.108 -4.785 -6.825
C -0.902 -8.541 -3.483
H -2.043 -6.788 12.397
H 2.242 -7.086 1.831
H 3.234 4.185 3.882
H 3.819 11.089 -1.605
H 1.290 -6.207 -7.494
H -4.329 -4.370 -6.568
C -7.965 5.168 1.074
H 7.550 -2.775 -2.713
H 2.697 -5.650 -8.441
H 1.016 -5.013 -8.768
H 3.100 -3.371 -8.956
C -3.587 -7.560 9.536
N -5.356 3.970 -2.348
H -5.523 3.714 0.931
H 6.833 -2.238 -5.894
H -9.121 2.977 -5.514
H -1.055 -8.166 6.599
H -4.556 2.738 -0.863
H -8.254 1.486 -5.485
S -1.146 -2.440 -1.199
C 1.460 7.696 -4.506
H -4.922 -3.288 -7.772
H 1.723 8.304 -1.116
H -5.460 5.229 0.259
O 4.334 5.357 5.093
H 1.231 8.813 1.593
C -8.348 -3.902 -5.171
C 0.677 6.885 -2.381
H 6.744 -0.988 -4.677
H -4.841 -8.783 14.924
H 3.516 6.604 6.295
H -6.527 -4.840 -4.720
H 5.354 9.807 8.151
C 3.041 5.004 4.575
C 0.098 7.376 -0.929
N 4.164 -2.387 -6.518
F 2.091 -0.586 -0.948
H 2.259 4.623 5.231
C -6.824 -3.939 -5.256
H -0.113 6.501 -3.027
H 4.381 -1.125 -4.827
H 2.006 -9.242 -0.555
H 0.852 -8.833 0.705
N 0.508 -2.221 -1.673
H 6.284 0.469 3.213
H -4.243 -8.274 10.034
C 3.959 9.586 6.476
H -6.982 1.954 -2.801
C -5.053 -3.572 -6.728
O 1.150 7.966 -3.144
H -12.796 -6.189 -6.295
H 6.132 9.853 6.858
C 4.877 -1.333 -5.775
C 1.731 -5.363 -8.024
C -5.270 -8.963 13.939
H -1.535 -6.663 5.733
H 1.493 -2.844 -8.438
S 0.445 -0.800 -1.139
H -6.317 2.508 -1.034
H 2.860 -5.933 1.020
H 6.377 2.594 2.261
H 3.235 -1.088 -7.871
H -0.371 -9.688 -1.146
H 6.670 5.140 -1.542
C 7.833 7.359 0.566
H -4.900 3.516 -4.255
H 7.340 4.649 2.052
H 0.586 10.576 -0.826
O -6.428 -3.800 -6.628
H 0.615 7.772 -5.190
C 5.285 9.264 7.209
H -9.100 1.935 -4.048
C 1.150 10.391 0.088
H 6.374 3.309 -0.212
H 2.221 8.379 -4.885
H -0.322 8.932 0.895
C 3.013 -1.918 -7.201
H -0.968 -8.154 -0.771
H 2.188 11.072 -1.983
H 6.052 -8.215 -1.710
H -4.371 2.236 -3.325
C -5.189 2.956 -3.366
H -0.847 7.918 -0.963
C 6.641 4.184 0.381
C -0.076 -8.639 -1.167
H 7.773 1.664 0.197
C -11.244 -3.913 -5.704
C 7.062 -3.337 -3.510
H 5.236 12.095 5.764
O 0.075 -8.145 -2.471
O -2.413 -7.046 7.546
H -3.715 -6.163 11.923
H 4.159 9.416 5.418
H 2.640 5.847 4.012
H -2.211 -6.155 10.183
H 6.479 7.252 5.474
O 5.953 -2.736 -4.142
C 1.167 -8.591 -0.310
H 4.816 -2.752 -7.197
H 6.134 6.017 6.588

Results
E_tot: -5107.570056 a.u.
Kohn-Sham gap: 1.04 eV
Relative energy (zero: lowest compared OMol25 entry of this formula, charge and spin): 313.8 kcal per mole
M: 1364.4 g mol⁻¹
Total charge: +1
E_HOMO: -9.39 eV
F_max: 11.361 eV/A